Version w
# C10H19N2O2

2 unconnected molecules or ions with the total composition C10H19N2O2 (ωB97M-V/def2-TZVPD, the Open Molecules 2025 dataset).

Each line ends with the Löwdin charge.
Element x y z (Å)
H: -1.25833 0.99502 -1.65497  0.092
N: -3.04572 0.17615 0.73234  -0.022
H: 0.75972 2.43677 1.16776  0.128
C: 0.57364 2.40798 0.01058  0.028
C: -2.18821 -0.63254 0.17297  -0.166
C: 1.79782 0.23918 -0.20757  -0.256
O: -4.35259 0.39527 0.35178  0.033
H: 2.86728 -1.74130 -0.74235  0.100
C: 1.95727 -1.17257 -0.84633  -0.106
H: -0.30353 2.95907 -0.11340  0.067
C: 1.94215 -0.23529 1.24200  -0.057
C: 0.41788 0.86924 -0.36109  -0.428
H: 1.54128 -2.85166 0.42634  0.119
H: -2.68332 0.91236 1.42358  0.189
H: -0.27693 -0.38454 -2.11181  0.108
H: -1.73146 -2.13573 -1.12177  0.119
H: 1.73895 -1.33357 -1.94230  0.119
H: -4.95448 -0.20179 0.80689  0.123
C: -0.20165 0.69351 -1.72244  -0.012
H: 0.07805 -2.47638 -0.52914  0.112
H: -0.33641 0.65493 2.52413  0.145
N: -2.45315 -1.49362 -0.75013  0.176
H: 1.37736 2.78263 -0.57913  0.084
C: 0.90793 -2.00194 0.11850  -0.110
C: 0.56594 -1.04000 1.20825  -0.207
H: 0.26376 1.40554 -2.33505  0.080
O: -0.66833 0.96986 1.68590  0.045
H: 2.52930 0.80864 -0.77114  0.156
C: -0.26476 0.13475 0.75422  -0.274
H: -3.41428 -1.40322 -1.15091  0.153
H: 0.13209 -1.37144 2.14964  0.156
H: 2.80453 -1.01757 1.45247  0.172
H: 2.15174 0.65724 1.87436  0.131

## Properties
HOMO energy (eV): -13.69
Net charge: +1
Spin multiplicity: 1

***

Version x
# C10H19N2O2

2 unconnected molecules or ions with the total composition C10H19N2O2 (ωB97M-V/def2-TZVPD, the Open Molecules 2025 dataset).

Each line ends with the Löwdin charge.
Element x y z (Å)
H: -2.26792 -1.71201 -0.75005  0.050
H: -0.43189 3.88922 -0.05145  0.071
H: 2.31338 -2.43698 1.63764  0.125
H: -1.99190 3.96540 -0.89857  0.150
C: -2.40155 1.35568 0.14797  0.102
C: 2.54665 0.57159 0.29270  -0.217
C: -3.79559 -1.28935 0.53933  -0.178
H: 0.77747 1.68740 0.53859  0.095
H: 4.48885 -1.98664 0.40357  0.070
C: -2.00572 0.24303 0.86905  -0.330
C: 2.37849 -1.75344 0.77702  -0.253
O: -2.70914 -0.74245 1.33036  -0.021
H: 3.37237 -3.27015 -0.29262  0.116
N: -1.30855 2.15182 0.06218  -0.115
H: -3.39418 1.53750 -0.25931  0.160
H: 2.50406 2.40429 -0.48772  0.075
C: -3.25658 -1.88994 -0.67418  -0.038
N: -0.22964 1.52006 0.58826  0.123
O: 2.59322 -0.39930 1.28983  -0.104
H: -4.48190 -0.38773 0.38505  0.142
C: 3.57051 -2.18441 -0.05341  -0.064
H: -4.24757 -1.96208 1.21828  0.120
C: -1.06347 3.34121 -0.64932  0.006
H: -3.73441 -1.54606 -1.55689  0.092
C: -0.67313 0.37583 1.11736  0.053
H: 2.89352 2.43051 1.29854  0.052
H: 0.13614 -0.34823 1.60517  0.193
H: 2.36762 0.21871 -0.73608  0.133
H: -3.40259 -2.89917 -0.50985  0.074
H: -0.41300 3.22836 -1.49330  0.098
H: 3.45097 -1.57384 -0.93299  0.059
H: 1.40964 -1.87443 0.17970  0.133
C: 2.67542 1.90766 0.45246  0.028

## Properties
HOMO energy (eV): -12.82
Net charge: +1
Spin multiplicity: 1

***

Which is the most stable structure? version x is the most stable.

***

Version w
# C2H12N5

2 unconnected molecules or ions with the total composition C2H12N5 (ωB97M-V/def2-TZVPD, the Open Molecules 2025 dataset).

Each line ends with the Löwdin charge.
Element x y z (Å)
C: 0.53785 -0.00001 0.13647  -0.233
H: -2.21267 0.74500 1.23887  0.173
N: -3.12221 -0.92484 0.14382  0.098
N: -2.49830 1.05845 -0.86218  0.066
H: -0.65339 -1.50695 -0.28971  0.105
H: 4.15463 0.74351 0.94096  0.072
N: 4.08328 0.36448 -0.00600  0.041
H: 4.41006 1.18166 -0.50682  0.066
N: 1.62466 -0.70854 0.11805  0.084
H: -3.18260 0.79152 -1.54057  0.077
H: 4.77296 -0.40538 -0.03541  0.087
H: 0.67382 1.09949 0.43343  0.166
H: -3.11081 -1.46403 0.97888  0.109
H: 1.74027 -1.70035 0.08295  0.108
H: 2.61575 -0.10445 -0.06853  0.082
H: -2.83088 1.97523 -0.55617  0.094
H: -3.93743 -0.78304 -0.38538  0.100
N: -0.70867 -0.51428 -0.07418  0.076
C: -2.35633 0.15253 0.25153  -0.370

## Properties
HOMO energy (eV): -13.26
Net charge: +1
Spin multiplicity: 1

***

Version x
# C2H12N5

2 unconnected molecules or ions with the total composition C2H12N5 (ωB97M-V/def2-TZVPD, the Open Molecules 2025 dataset).

Each line ends with the Löwdin charge.
Element x y z (Å)
H: -1.65989 0.89553 -0.40062  0.085
H: -2.42045 -0.16151 -3.07601  0.087
N: 1.58582 -0.99185 0.74240  0.172
C: 1.40460 0.14328 1.48956  -0.400
H: -1.18900 0.93547 -2.83582  0.069
H: 3.39837 0.64710 1.54547  0.134
H: -0.59606 0.14202 1.23019  0.085
C: -1.87035 0.08056 -1.09757  -0.349
N: -0.78901 -0.92305 -0.85393  -0.046
H: 0.74951 -1.41247 0.30808  0.078
H: 0.06255 1.57892 1.95459  0.138
N: 0.13319 0.55996 1.82005  0.186
N: 2.51227 0.74764 2.04750  0.175
H: 2.32420 1.68085 2.42117  0.128
H: 2.48411 -1.47203 0.58667  0.145
H: -0.03940 -0.82057 -1.56161  0.090
N: -2.05149 0.56715 -2.45042  0.011
H: -1.21385 -1.81267 -1.11878  0.082
H: -2.82511 -0.38432 -0.75091  0.131

## Properties
HOMO energy (eV): -12.87
Net charge: +1
Spin multiplicity: 1

***

Which is the most stable structure? version x is the most stable.

***

Version w
# C3H6N4S

2 unconnected molecules or ions with the total composition C3H6N4S (ωB97M-V/def2-TZVPD, the Open Molecules 2025 dataset).

Each line ends with the Löwdin charge.
Element x y z (Å)
S: 2.97246 -0.30551 -0.21686  0.716
H: -3.08272 0.21686 0.15068  0.106
H: -0.39937 -2.27900 -0.01347  0.067
N: -0.44299 1.43010 -0.03002  0.056
H: -2.22896 -1.32987 0.65259  0.116
C: 0.48527 -0.58174 0.05674  -0.502
N: 0.63641 -1.89043 -0.10446  0.053
N: 1.46733 0.37999 0.00876  -0.568
C: -0.72246 0.20387 -0.12961  -0.344
H: 1.25442 2.62157 0.10533  0.218
H: 3.54069 1.09956 1.23711  0.083
H: -2.21132 -0.78747 -1.23812  0.113
N: 0.83689 1.61775 -0.35281  -0.046
C: -2.10566 -0.39569 -0.12585  -0.066

## Properties
HOMO energy (eV): -8.29
Net charge: 0
Spin multiplicity: 1

***

Version x
# C3H6N4S

2 unconnected molecules or ions with the total composition C3H6N4S (ωB97M-V/def2-TZVPD, the Open Molecules 2025 dataset).

Each line ends with the Löwdin charge.
Element x y z (Å)
H: -0.91965 1.00846 2.42423  0.133
H: 1.90773 0.12771 -2.28443  0.076
H: 1.44449 1.97183 -0.52837  0.102
H: 0.21896 0.40511 0.28701  0.042
C: 0.89691 0.43078 -1.99477  -0.107
C: -0.79815 -0.00859 2.02571  -0.160
H: 0.10716 0.07336 -2.57465  0.020
S: 0.08069 -2.37437 -0.79301  0.501
N: -0.45358 -1.61889 0.59089  -0.628
C: 0.60239 1.42546 -1.13864  -0.150
H: -0.32865 1.96236 -0.93268  0.065
N: -0.02838 -0.29830 0.98595  0.091
N: -1.21406 -2.02527 1.54602  -0.012
N: -1.51587 -1.07966 2.38675  0.027

## Properties
HOMO energy (spin up / spin down) (eV): -8.17 / -8.17
Net charge: 0
SMILES string: [S-][n+]1nnc[nH]1.C=C
Spin multiplicity: 1

***

Version y
# C3H6N4S

A molecular structure, C3H6N4S (ωB97M-V/def2-TZVPD, the Open Molecules 2025 dataset).

Each line ends with the Löwdin charge.
Element x y z (Å)
C: 0.16100 0.26468 0.68622  -0.163
H: 1.12503 -0.03058 0.96072  0.107
H: 2.39633 -0.39589 -1.05308  0.220
H: -1.79309 -0.02221 -0.86642  0.102
C: -0.75521 1.11034 2.69512  -0.619
S: -1.79643 2.51627 3.25350  0.398
H: -0.04439 0.37099 3.34536  0.113
H: -1.09117 -0.75939 -1.90166  0.095
H: 1.60630 -1.81585 -2.76533  0.090
N: 0.74942 -1.29671 -2.42048  0.076
N: 0.01639 -0.25061 -0.55621  -0.206
C: 1.08893 -0.70718 -1.36019  -0.250
N: -0.71668 0.86644 1.38855  -0.040
N: -0.94642 0.14968 -1.40610  0.080

## Properties
HOMO energy (eV): -8.20
Net charge: 0
Spin multiplicity: 1

***

Which is the most stable structure? version x is the most stable.

***

Version w
# Cl2HNS

A molecular structure, Cl2HNS (ωB97M-V/def2-TZVPD, the Open Molecules 2025 dataset).

Each line ends with the Löwdin charge.
Element x y z (Å)
N: -0.14467 -0.31071 -0.42939  -1.090
H: 1.90468 0.25535 -0.06250  -0.091
Cl: -1.30923 1.81311 0.02013  -0.034
Cl: -1.48587 -1.29009 -0.19405  0.504
S: 1.03510 -0.46766 0.66581  0.711

## Properties
HOMO energy (spin up / spin down) (eV): -10.43 / -9.44
Net charge: 0
Spin multiplicity: 1

***

Version x
# Cl2HNS

2 unconnected molecules or ions with the total composition Cl2HNS (ωB97M-V/def2-TZVPD, the Open Molecules 2025 dataset).

Each line ends with the Löwdin charge.
Element x y z (Å)
H: 0.42121 -0.61369 0.35833  0.018
S: -1.04325 -1.40370 -1.01924  0.468
Cl: -2.11575 -1.89748 0.65639  0.121
N: 0.05762 -0.52730 -0.58482  -0.430
Cl: -3.40140 0.83300 -1.52059  -0.177

## Properties
HOMO energy (spin up / spin down) (eV): -10.95 / -8.94
Net charge: 0
Spin multiplicity: 1

***

Which is the most stable structure? version x is the most stable.